Below is a 10-piece molecular cluster, C21H60F6N6O9P overall, with properties calculated with the ωB97M-V functional and the def2-TZVPD basis.

Summary:
total charge	-1
HOMO-LUMO gap	9.93	eV

Element x y z (Å)
P1 -0.05524 0.14489 0.00867
F1 1.11017 0.84469 -0.87951
F2 0.49665 -1.29563 -0.35587
F3 0.90463 0.30140 1.32717
F4 -1.28341 -0.50096 0.84719
F5 -0.55265 1.67396 0.33108
F6 -1.11162 0.12824 -1.24719
C1 2.31438 4.26526 -0.20004
O1 2.92253 5.31085 -0.05418
N1 1.95509 3.77942 -1.42744
N2 1.92031 3.48006 0.84306
H1 1.53873 2.86960 -1.53334
H2 2.30359 4.29031 -2.21515
H3 1.44492 2.60428 0.72026
H4 2.08860 3.85557 1.75663
C2 -0.50424 0.53195 4.55574
O2 -0.79151 0.65590 5.73135
N3 -0.92137 1.33733 3.52510
N4 0.38445 -0.40866 4.06475
H5 -1.51536 2.11933 3.71940
H6 -0.64334 1.02979 2.61532
H7 0.59137 -0.34577 3.08263
H8 0.72023 -1.15487 4.64051
C3 -3.06534 -3.50957 -0.06002
O3 -3.97531 -4.31945 -0.16818
N5 -3.09839 -2.28991 -0.67126
N6 -1.95448 -3.70401 0.72146
H9 -3.78900 -2.19025 -1.39235
H10 -2.25425 -1.74396 -0.74322
H11 -1.49214 -2.85096 0.99741
H12 -1.88905 -4.53811 1.27045
C4 2.36994 -3.12300 2.34682
C5 3.54961 -3.39083 3.27386
C6 3.89984 -4.86201 3.40933
O4 4.72842 -2.73132 2.79396
H13 2.34384 -3.84551 1.52742
H14 2.46574 -2.13037 1.90477
H15 1.41937 -3.18549 2.88012
H16 3.33548 -2.99995 4.27765
H17 3.00387 -5.40510 3.70626
H18 4.70432 -4.95082 4.13545
H19 4.24065 -5.22383 2.43797
H20 4.56078 -1.78364 2.79030
C7 3.98285 -1.39575 -1.52546
C8 4.97642 -0.50794 -0.81065
C9 4.27260 0.42368 0.16214
O5 5.94309 -1.26210 -0.06829
H21 4.50417 -1.99005 -2.28407
H22 3.24053 -0.80786 -2.05935
H23 3.53184 -2.11705 -0.83946
H24 5.50427 0.13975 -1.51637
H25 3.58004 1.08584 -0.36854
H26 4.96822 1.06512 0.70319
H27 3.62589 -0.07453 0.89143
H28 5.65422 -2.17828 -0.03320
C10 -1.19014 0.22692 -5.11765
C11 -1.54139 1.63580 -4.71482
C12 -0.49019 2.21670 -3.78041
O6 -1.55366 2.39310 -5.93410
H29 -1.94983 -0.13620 -5.82422
H30 -1.13549 -0.52312 -4.33642
H31 -0.27885 0.17694 -5.71826
H32 -2.50894 1.67374 -4.20806
H33 0.50305 2.30946 -4.22680
H34 -0.31285 1.55157 -2.93047
H35 -0.78969 3.19381 -3.39327
H36 -1.98168 3.23789 -5.76999
C13 -4.75603 1.11550 1.24781
C14 -5.34840 0.18493 2.28547
C15 -4.27248 -0.60260 3.03764
O7 -6.15999 0.91302 3.21567
H37 -4.27717 2.00816 1.65164
H38 -5.57081 1.50518 0.62438
H39 -4.08753 0.58224 0.57011
H40 -6.01186 -0.57013 1.86187
H41 -3.52372 0.06688 3.46935
H42 -3.76627 -1.25348 2.32204
H43 -4.76421 -1.18012 3.81949
H44 -5.58495 1.31125 3.87602
C16 0.93122 -2.24558 -3.56171
C17 1.24707 -3.50734 -2.77277
C18 0.15537 -4.56181 -2.90732
O8 2.52024 -3.99021 -3.19149
H45 1.73497 -1.51969 -3.48132
H46 0.04248 -1.85056 -3.06737
H47 0.72034 -2.48236 -4.60462
H48 1.35478 -3.24689 -1.71217
H49 0.05207 -4.77978 -3.97453
H50 -0.78427 -4.23189 -2.47131
H51 0.49734 -5.48839 -2.44277
H52 2.93339 -4.59577 -2.57303
C19 -2.37952 4.50442 -0.47886
C20 -2.30194 4.84329 0.99565
C21 -1.26605 5.90568 1.29805
O9 -3.56864 5.37661 1.41775
H53 -3.21683 3.84593 -0.73395
H54 -1.48651 4.00469 -0.85960
H55 -2.54862 5.41675 -1.06058
H56 -2.07360 3.93594 1.56785
H57 -1.65288 6.86432 0.93243
H58 -0.34499 5.72644 0.74582
H59 -1.14944 6.04703 2.37053
H60 -4.26783 4.87203 0.99256

***

Below is an isolated ion of composition C36H30F4N and charge +1, with properties calculated with the ωB97M-V functional and the def2-TZVPD basis.

Summary:
total charge	+1
HOMO-LUMO gap	8.57	eV
SMILES	Fc1cc(F)cc(C(c2cc(F)cc(F)c2)[N@@H+]2CCC[C@@H]2C(c2ccccc2)(c2ccccc2)c2ccccc2)c1

Element x y z (Å)
F1 -3.64614 -4.76701 0.45844
C1 -2.68429 -4.04379 -0.21029
C2 -1.89502 -4.70161 -1.15366
C3 -0.97212 -3.93309 -1.84797
F2 -0.13138 -4.53986 -2.74397
C4 -0.84740 -2.55697 -1.68339
C5 -1.64020 -1.93683 -0.71668
C6 -1.48562 -0.42861 -0.59038
C7 -2.65191 0.30081 -1.09763
C8 -2.42289 1.65924 -1.30679
C9 -3.38139 2.37324 -2.02459
F3 -3.04172 3.61320 -2.51192
C10 -4.62408 1.82447 -2.38968
C11 -4.83063 0.49909 -2.02643
F4 -5.95013 -0.15439 -2.50986
C12 -3.89341 -0.26871 -1.33389
C13 -2.53979 -2.67160 0.08058
H1 -2.06949 -5.73471 -1.41779
H2 -0.15446 -1.92584 -2.26172
H3 -0.50775 -0.09457 -0.91060
H4 -1.47343 2.10229 -0.99684
H5 -5.27404 2.33002 -3.12261
H6 -4.10727 -1.29676 -1.06481
H7 -3.18872 -2.19641 0.84854
C14 4.77948 2.10946 2.85348
C15 4.50620 2.55380 1.56411
C16 3.42395 2.02999 0.84094
C17 2.55305 1.10222 1.44178
C18 1.36494 0.41483 0.66558
C19 1.17820 1.12083 -0.68446
C20 1.42845 0.49661 -1.92163
C21 1.08052 1.14200 -3.11894
C22 0.58685 2.45002 -3.09751
C23 0.47126 3.11699 -1.87131
C24 0.81171 2.47109 -0.68359
C25 1.77446 -1.07194 0.52202
C26 3.06870 -1.34763 0.03715
C27 3.52372 -2.66385 -0.09359
C28 2.66862 -3.73436 0.20467
C29 1.39596 -3.46891 0.71877
C30 0.97086 -2.15162 0.92515
C31 0.06809 0.52118 1.54953
C32 -0.12022 1.81897 2.30673
C33 -1.63908 1.89151 2.58083
C34 -2.34781 1.12984 1.43896
N1 -1.23467 0.30126 0.82104
C35 2.83751 0.65856 2.74149
C36 3.95130 1.14209 3.43436
H8 5.63469 2.50230 3.40435
H9 5.13531 3.30812 1.08224
H10 3.28629 2.34734 -0.20254
H11 1.86222 -0.50870 -1.98432
H12 1.18824 0.61695 -4.07442
H13 0.29801 2.95883 -4.01891
H14 0.09554 4.14076 -1.83007
H15 0.90651 3.07869 0.22110
H16 3.74824 -0.51061 -0.20895
H17 4.54602 -2.84178 -0.44946
H18 2.99766 -4.75948 0.04865
H19 0.71426 -4.28025 0.96823
H20 -0.00581 -2.03502 1.44150
H21 0.12488 -0.29950 2.31178
H22 0.48809 1.79747 3.22370
H23 0.23774 2.68693 1.72961
H24 -1.89497 1.27983 3.46145
H25 -2.03040 2.90218 2.80453
H26 -3.14128 0.45093 1.82927
H27 -2.85307 1.77055 0.70827
H28 -1.38937 -0.74514 1.26679
H29 2.20071 -0.10599 3.19762
H30 4.16173 0.76102 4.42795

***

Below is a single CH4N2O2S molecule, with properties calculated with the ωB97M-V functional and the def2-TZVPD basis.

Summary:
HOMO-LUMO gap	9.54	eV
SMILES	N[C@@H](S)[N+](=O)[O-]

Element x y z (Å)
C1 -0.09604 -0.46148 -0.35354
N1 -0.21273 0.63061 -1.20417
N2 -0.84190 -0.11061 0.89053
O1 -1.44874 -0.95874 1.49451
O2 -0.72613 1.08224 1.12161
S1 1.55872 -0.97093 0.36692
H1 -0.30566 -1.37099 -0.89168
H2 -0.10824 1.57817 -0.66985
H3 0.33585 0.64540 -2.12968
H4 1.84486 -0.06367 1.37534

***

Below is C17H21I2N2O3Pd as an isolated structure, with properties calculated with the ωB97M-V functional and the def2-TZVPD basis.

Summary:
total charge	-1
HOMO-LUMO gap	5.41	eV

Element x y z (Å)
Pd1 0.01507 0.15141 0.51004
I1 4.13987 -3.83576 3.96913
C1 3.64196 -2.15553 2.81268
C2 4.05666 -2.07343 1.49111
C3 3.72688 -0.95824 0.74917
I2 4.29348 -0.83659 -1.26376
C4 2.95072 0.14590 1.24442
O1 2.64762 1.15417 0.56398
C5 2.56407 -0.00824 2.63280
C6 1.70956 1.07797 3.20080
N1 0.30278 0.86777 2.84373
C7 -0.52305 2.06226 2.92904
C8 -0.30073 2.87426 1.67246
C9 0.35417 4.09230 1.68122
C10 0.63967 4.71578 0.47209
C11 0.23605 4.10005 -0.69751
C12 -0.44955 2.89552 -0.61404
N2 -0.70748 2.27950 0.54158
C13 2.90438 -1.11641 3.37648
H1 4.63267 -2.87222 1.04271
H2 1.84038 1.15693 4.29081
H3 2.01199 2.02234 2.74339
H4 -0.09167 0.08264 3.34149
H5 -1.56965 1.75548 2.96775
H6 -0.30027 2.67464 3.81561
H7 0.66545 4.52645 2.62344
H8 1.17943 5.65409 0.44930
H9 0.44468 4.53579 -1.66561
H10 -0.80975 2.40073 -1.50841
H11 2.58901 -1.17825 4.41341
C14 -2.65173 -0.05119 -1.57173
O2 -3.39083 -1.11114 -0.98569
C15 -2.76930 -2.36920 -1.10620
C16 -1.68163 -2.65866 -0.08890
O3 -0.42991 -2.18536 -0.53995
C17 0.64388 -2.72040 0.22507
H12 -2.53694 -0.22011 -2.65098
H13 -1.65774 0.06794 -1.11456
H14 -3.22730 0.85821 -1.40614
H15 -2.34852 -2.49375 -2.11347
H16 -3.56508 -3.10608 -0.97523
H17 -1.62551 -3.74883 0.05469
H18 -1.93814 -2.19199 0.86989
H19 0.64781 -3.81790 0.15895
H20 0.57240 -2.42094 1.27623
H21 1.56673 -2.32631 -0.19176

***

Below is CHN2O5 as an isolated structure, with properties calculated with the ωB97M-V functional and the def2-TZVPD basis.

Summary:
total charge	-1
HOMO-LUMO gap	8.84	eV

Element x y z (Å)
C1 0.31950 -1.12728 1.25358
N1 1.43071 -1.38665 0.74771
N2 -0.17015 1.24277 -1.35212
O1 1.01742 -1.62511 2.27713
O2 0.04827 1.63082 -2.49320
O3 -0.84878 -0.59896 1.14326
O4 0.31690 1.72227 -0.35395
O5 -0.97166 0.18246 -1.21624
H1 -1.14222 -0.04032 -0.00618

***

Below is a 2-piece molecular cluster, C3H3ClO2 overall, with properties calculated with the ωB97M-V functional and the def2-TZVPD basis.

Summary:
⟨S²⟩	2.01
HOMO-LUMO gap (spin up / spin down)	6.49 / 8.50	eV
multiplicity	3

Element x y z (Å)
C1 -1.53640 -0.69374 -0.22883
C2 1.56514 1.44878 1.02859
C3 -1.03320 -1.29689 -1.22144
O1 -2.11963 -0.06136 0.56976
O2 1.62997 2.35002 1.82408
Cl1 0.99691 -0.12611 1.32731
H1 -0.02679 -1.15037 -1.47441
H2 -1.44693 -2.11818 -1.76133
H3 1.97094 1.64784 -0.06372